Version P
{
  "formula": "C4H3N",
  "method": "the ωB97M-V functional and the def2-TZVPD basis",
  "smiles": "C#CCC#N",
  "e_lumo_ev": 0.57,
  "multiplicity": 1,
  "orbital_gap_ev": 11.3,
  "symbols": ["C", "C", "C", "C", "N", "H", "H", "H"],
  "xyz": [[-1.18, -0.76, 1.43], [-0.75, -0.07, 0.55], [0.39, 0.53, -0.18], [0.57, 0.12, -1.61], [0.75, -0.19, -2.71], [-1.44, -1.39, 2.25], [1.21, 0.12, 0.40], [0.46, 1.63, -0.13]]
}



Version Q
{
  "formula": "C4H3N",
  "method": "the ωB97M-V functional and the def2-TZVPD basis",
  "smiles": "CC#CC#N",
  "e_lumo_ev": 0.64,
  "multiplicity": 1,
  "orbital_gap_ev": 11.1,
  "symbols": ["C", "C", "C", "C", "N", "H", "H", "H"],
  "xyz": [[-1.39, 0.21, -0.18], [0.05, 0.37, -0.19], [1.25, 0.24, -0.15], [2.48, -0.39, -0.04], [3.40, -1.08, 0.09], [-1.95, 1.14, -0.32], [-1.66, -0.23, 0.79], [-1.66, -0.50, -0.97]]
}



The data favor version Q; the next most stable structure lies 10.6 kcal/mol above it.



Version P
{
  "formula": "C4H3N",
  "method": "the ωB97M-V functional and the def2-TZVPD basis",
  "smiles": "C1=CC=1.C#N",
  "e_lumo_ev": 0.42,
  "multiplicity": 1,
  "orbital_gap_ev": 10.1,
  "symbols": ["C", "C", "C", "H", "H", "C", "N", "H"],
  "xyz": [[-0.69, 0.60, -0.43], [-1.89, 0.51, 0.32], [-1.34, -0.61, -0.22], [-2.66, 0.90, 0.93], [-1.44, -1.64, -0.26], [2.64, 0.10, -0.13], [3.73, -0.11, 0.24], [1.65, 0.26, -0.45]]
}



Version Q
{
  "formula": "C4H3N",
  "method": "the ωB97M-V functional and the def2-TZVPD basis",
  "smiles": "CC#CC#N",
  "e_lumo_ev": -0.44,
  "multiplicity": 1,
  "orbital_gap_ev": 10.0,
  "symbols": ["C", "C", "C", "C", "N", "H", "H", "H"],
  "xyz": [[0.24, -0.05, -1.10], [-0.69, -0.63, -0.16], [-1.12, -0.75, 0.98], [-0.38, 0.10, 1.82], [0.42, 0.88, 2.17], [1.00, -0.75, -1.47], [0.72, 0.62, -0.34], [-0.20, 0.57, -1.89]]
}



Version R
{
  "formula": "C4H3N",
  "method": "the ωB97M-V functional and the def2-TZVPD basis",
  "e_lumo_ev": -2.33,
  "multiplicity": 1,
  "orbital_gap_ev": 8.2,
  "symbols": ["C", "C", "C", "C", "N", "H", "H", "H"],
  "xyz": [[-3.25, 0.36, -0.24], [1.02, 0.59, 0.52], [-0.11, 0.51, -0.08], [0.79, -0.63, -0.34], [-2.10, 0.10, -0.02], [1.57, 1.31, 1.06], [1.48, -0.71, -1.11], [0.60, -1.53, 0.20]]
}



The data favor version Q; the next most stable structure lies 24.1 kcal/mol above it.



Version P
{
  "formula": "C3H10OS",
  "method": "the ωB97M-V functional and the def2-TZVPD basis",
  "smiles": "CSC.CO",
  "e_lumo_ev": 0.78,
  "multiplicity": 1,
  "orbital_gap_ev": 9.4,
  "symbols": ["C", "S", "C", "H", "H", "H", "H", "H", "H", "C", "O", "H", "H", "H", "H"],
  "xyz": [[-1.37, 0.43, -0.96], [0.11, 1.08, -1.52], [0.29, 2.35, -0.10], [-1.32, -0.01, 0.07], [-1.99, -0.50, -1.40], [-2.27, 1.05, -1.38], [1.16, 2.15, 0.47], [0.05, 3.15, -0.79], [-0.59, 2.46, 0.55], [0.23, -1.72, 1.96], [0.80, -3.07, 1.77], [0.14, -1.63, 3.08], [1.14, -1.11, 1.72], [-0.78, -1.66, 1.56], [1.34, -3.06, 0.95]]
}



Version Q
{
  "formula": "C3H10OS",
  "method": "the ωB97M-V functional and the def2-TZVPD basis",
  "smiles": "CCO.CS",
  "e_lumo_ev": 0.79,
  "multiplicity": 1,
  "orbital_gap_ev": 10.0,
  "symbols": ["C", "C", "O", "H", "H", "H", "H", "H", "H", "C", "S", "H", "H", "H", "H"],
  "xyz": [[1.51, -0.03, 0.73], [1.19, 1.44, 0.72], [0.72, 2.00, 2.05], [2.33, -0.25, 1.54], [1.98, -0.30, -0.20], [0.54, -0.60, 0.97], [2.21, 1.89, 0.45], [0.32, 1.71, 0.20], [0.99, 1.30, 2.71], [-2.22, -0.74, -1.36], [-1.77, -2.54, -1.35], [-2.22, -0.39, -0.28], [-3.15, -0.68, -1.95], [-1.27, -0.44, -1.76], [-1.18, -2.39, -2.46]]
}



Version R
{
  "formula": "C3H10OS",
  "method": "the ωB97M-V functional and the def2-TZVPD basis",
  "smiles": "CSC.CO",
  "e_lumo_ev": 0.84,
  "multiplicity": 1,
  "orbital_gap_ev": 9.2,
  "symbols": ["C", "S", "C", "H", "H", "H", "H", "H", "H", "C", "O", "H", "H", "H", "H"],
  "xyz": [[-2.40, 2.39, 0.20], [-0.65, 2.22, 0.59], [-0.34, 0.76, -0.37], [-2.97, 1.48, 0.27], [-2.64, 2.88, -0.75], [-2.84, 3.14, 0.87], [-0.46, -0.16, 0.21], [-0.93, 0.53, -1.27], [0.68, 0.88, -0.73], [2.24, -2.28, 0.49], [1.41, -2.15, -0.67], [1.90, -3.03, 1.19], [3.29, -2.42, 0.21], [2.15, -1.29, 0.97], [1.55, -2.95, -1.19]]
}



The data favor version R; the next most stable structure lies 17.4 kcal/mol above it.



Version P
{
  "formula": "C7H13NOS",
  "method": "the ωB97M-V functional and the def2-TZVPD basis",
  "e_lumo_ev": [-0.56, -0.57],
  "multiplicity": 1,
  "orbital_gap_ev": [6.9, 6.9],
  "symbols": ["C", "C", "C", "C", "C", "C", "C", "N", "O", "S", "H", "H", "H", "H", "H", "H", "H", "H", "H", "H", "H", "H", "H"],
  "xyz": [[0.66, -0.04, 1.23], [2.51, 0.83, -0.04], [-0.22, -0.52, 0.15], [-1.62, 1.42, 0.96], [-1.73, 0.75, -1.47], [0.96, -2.51, -0.11], [-1.43, 0.26, -0.07], [1.78, 0.47, 1.17], [-0.31, -1.79, -0.21], [2.06, 0.00, -1.60], [0.22, -0.35, 2.21], [2.23, 1.95, -0.03], [3.62, 0.59, 0.07], [-1.99, 1.14, 1.95], [-2.34, 1.98, 0.50], [-0.80, 2.04, 1.02], [-0.85, 1.21, -1.92], [-2.54, 1.32, -1.56], [-1.93, -0.17, -2.14], [1.42, -2.22, 0.77], [1.65, -2.28, -0.88], [0.80, -3.56, -0.12], [-2.13, -0.53, 0.11]]
}



Version Q
{
  "formula": "C7H13NOS",
  "method": "the ωB97M-V functional and the def2-TZVPD basis",
  "e_lumo_ev": [0.75, -0.12],
  "multiplicity": 1,
  "orbital_gap_ev": [8.2, 6.6],
  "symbols": ["C", "C", "C", "C", "C", "C", "C", "N", "O", "S", "H", "H", "H", "H", "H", "H", "H", "H", "H", "H", "H", "H", "H"],
  "xyz": [[1.82, 0.93, -0.06], [2.01, 1.43, -1.25], [-0.89, 0.62, 0.21], [0.02, 0.26, 1.38], [-0.11, 1.18, 2.59], [-0.29, -1.20, 1.93], [-0.21, -0.70, -3.73], [-0.48, 0.17, -1.03], [1.41, 0.18, 0.89], [-0.56, 0.80, -2.52], [2.85, 2.09, -1.42], [1.24, 1.50, -2.06], [-1.85, 0.14, 0.45], [-0.94, 1.74, 0.40], [0.20, 2.13, 2.35], [0.43, 0.69, 3.44], [-1.13, 1.01, 2.96], [-1.30, -1.35, 2.19], [0.29, -1.29, 2.87], [-0.11, -2.09, 1.30], [0.79, -1.09, -3.54], [-0.44, -0.41, -4.70], [-0.88, -1.53, -3.46]]
}



Version R
{
  "formula": "C7H13NOS",
  "method": "the ωB97M-V functional and the def2-TZVPD basis",
  "e_lumo_ev": 0.70,
  "multiplicity": 1,
  "orbital_gap_ev": 8.1,
  "symbols": ["C", "C", "C", "C", "C", "C", "C", "N", "O", "S", "H", "H", "H", "H", "H", "H", "H", "H", "H", "H", "H", "H", "H"],
  "xyz": [[1.11, 0.07, -1.48], [-0.47, 0.16, 2.54], [-1.30, -0.12, 1.36], [0.63, 1.03, 1.89], [-1.52, 0.83, 0.47], [-2.50, 0.89, -0.74], [0.53, -2.14, -2.01], [0.27, 0.55, -2.40], [1.34, -1.21, -1.27], [-0.21, 2.03, 0.52], [-0.97, 0.60, 3.44], [0.14, -0.70, 2.92], [0.06, 1.44, -1.96], [-1.94, -0.95, 1.51], [0.96, 1.81, 2.60], [1.55, 0.46, 1.62], [-3.42, 0.48, -0.47], [-2.03, 0.37, -1.58], [-2.63, 1.90, -1.00], [1.18, -2.69, -2.73], [-0.27, -1.76, -2.69], [-0.03, -2.82, -1.35], [-0.43, 0.10, -2.90]]
}



The data favor version R; the next most stable structure lies 6.5 kcal/mol above it.



Version P
{
  "formula": "C6H14N2O",
  "method": "the ωB97M-V functional and the def2-TZVPD basis",
  "smiles": "CC=C(C)C.N/N=C\\O",
  "e_lumo_ev": 0.88,
  "multiplicity": 1,
  "orbital_gap_ev": 9.1,
  "symbols": ["C", "C", "C", "C", "C", "H", "H", "H", "H", "H", "H", "H", "H", "H", "H", "N", "N", "C", "O", "H", "H", "H", "H"],
  "xyz": [[1.43, 1.78, 0.52], [0.57, 0.60, 0.89], [0.66, -0.60, 0.23], [1.32, -0.72, -1.11], [0.36, -1.89, 0.93], [1.39, 1.97, -0.55], [1.08, 2.68, 1.03], [2.48, 1.62, 0.80], [0.36, 0.53, 1.96], [1.23, -1.72, -1.52], [2.39, -0.49, -1.03], [0.88, -0.02, -1.82], [1.29, -2.42, 1.15], [-0.25, -2.55, 0.30], [-0.20, -1.73, 1.85], [-1.79, 1.59, -0.38], [-1.75, 0.61, -1.34], [-1.96, -0.58, -0.91], [-2.54, -0.91, 0.27], [-1.46, 2.44, -0.82], [-0.95, 1.29, 0.40], [-1.87, -1.40, -1.60], [-2.67, -0.08, 0.76]]
}



Version Q
{
  "formula": "C6H14N2O",
  "method": "the ωB97M-V functional and the def2-TZVPD basis",
  "e_lumo_ev": 0.66,
  "multiplicity": 1,
  "orbital_gap_ev": 7.2,
  "symbols": ["C", "C", "C", "C", "C", "C", "N", "N", "O", "H", "H", "H", "H", "H", "H", "H", "H", "H", "H", "H", "H", "H", "H"],
  "xyz": [[-1.12, 0.00, 0.08], [-0.30, 0.45, -1.39], [1.57, -0.34, 1.36], [2.10, -0.77, -0.91], [-1.39, -1.44, 0.42], [-1.32, 1.00, 1.19], [-1.70, 0.38, -1.19], [2.16, -0.06, 0.20], [0.27, 1.73, -1.31], [0.81, 1.88, -2.09], [-2.21, 1.26, -1.22], [2.38, 0.93, 0.07], [0.02, -0.13, -2.25], [1.30, -1.36, 1.57], [1.62, 0.38, 2.16], [1.86, -1.82, -0.84], [2.58, -0.39, -1.80], [-2.47, -1.59, 0.57], [-1.08, -2.11, -0.39], [-0.90, -1.74, 1.35], [-0.86, 1.95, 0.94], [-0.91, 0.63, 2.13], [-2.39, 1.18, 1.35]]
}



The data favor version P; the next most stable structure lies 51.5 kcal/mol above it.